The following is a quantum chemistry calculation of C26H71LiN6O7 as an isolated structure, from the Open Molecules 2025 dataset.

```
111
Properties=species:S:1:pos:R:3:forces:R:3:mulliken_charge:R:1
Li 6.59989 0.40430 2.43928 -0.2 0.1 0.3 0.84
C -0.43342 -1.19086 0.02569 -1.0 -0.4 0.5 -0.95
C 0.74696 -0.26097 0.01744 1.7 0.0 1.1 -0.24
O 1.86174 -0.54961 0.81638 -1.0 -0.2 -0.5 -0.86
H -0.18209 -2.18936 -0.33196 0.0 -0.1 0.0 0.24
H -1.20689 -0.74534 -0.59989 0.0 -0.1 -0.6 0.30
H -0.97768 -1.26325 0.96731 0.4 -0.2 0.5 0.30
H 0.34225 0.71661 0.27943 -0.2 0.7 -0.1 0.18
H 0.99027 -0.25232 -1.04502 0.5 0.4 -0.7 0.16
C 0.61126 7.17124 -3.30392 0.8 0.6 0.0 -1.41
C 1.40621 7.97924 -2.25984 -2.6 -1.6 -0.2 0.57
C 2.54220 8.70485 -2.89341 -0.9 -0.2 -0.2 -0.69
O 3.24130 9.23801 -1.82663 2.7 1.6 -0.4 -0.31
C 4.49972 9.87956 -2.27383 -1.0 -0.6 1.7 -0.78
N 0.40753 8.89700 -1.68027 0.9 1.0 0.3 -0.75
H 0.22252 7.89069 -4.02460 0.0 -0.1 -0.2 0.36
H -0.25792 6.66274 -2.88673 0.3 -0.2 0.1 0.36
H 1.33063 6.50462 -3.77955 -0.5 -0.4 -0.2 0.37
H 1.78370 7.27728 -1.51631 0.3 0.0 0.2 0.24
H 2.09727 9.42194 -3.58328 0.1 0.7 0.0 0.33
H 3.15422 8.06722 -3.53134 0.2 -0.5 0.2 0.36
H 4.30560 10.76833 -2.87426 0.0 -0.3 -0.3 0.30
H 5.18820 9.14586 -2.69309 -0.3 0.0 -0.7 0.31
H 5.01914 10.18495 -1.36552 -0.3 0.2 0.1 0.27
H -0.36896 8.47483 -1.19146 0.0 -0.7 -0.3 0.23
H 0.85882 9.43872 -0.95710 0.2 0.4 0.0 0.23
C -9.37674 -1.24546 -1.21205 0.1 0.4 0.2 -1.42
C -9.17398 -2.33085 -2.20762 0.4 -0.5 -0.7 0.49
C -9.03619 -3.71640 -1.65496 0.8 0.3 0.8 -0.72
O -8.60239 -4.59902 -2.66866 -1.0 -1.4 1.1 -0.40
C -7.27466 -4.46742 -3.12433 -1.0 1.0 -1.1 -0.71
N -10.25310 -2.33563 -3.19342 0.0 0.2 0.0 -0.68
H -9.13871 -0.30360 -1.70636 -0.4 0.2 0.2 0.32
H -8.69717 -1.32144 -0.36321 -0.1 -0.1 0.1 0.37
H -10.41173 -1.27889 -0.87178 0.0 0.3 0.2 0.35
H -8.21614 -2.15918 -2.69871 0.0 0.3 -0.3 0.26
H -9.97684 -4.02846 -1.20120 -0.2 -0.5 -0.4 0.34
H -8.34371 -3.67225 -0.81435 0.5 -0.3 0.1 0.36
H -7.40406 -3.70132 -3.88883 1.1 0.3 -0.2 0.30
H -7.00978 -5.37031 -3.67453 0.1 -0.1 0.5 0.24
H -6.56141 -4.14841 -2.36432 0.0 -0.3 0.1 0.32
H -10.26418 -3.27488 -3.56461 0.1 -0.2 -0.6 0.31
H -11.09078 -2.32781 -2.62921 -0.5 0.3 0.0 0.28
C 6.29474 -7.02708 -2.88231 -0.4 0.2 -0.4 -1.26
C 5.37446 -5.80322 -2.84794 0.2 0.5 0.7 0.43
C 3.88118 -6.13485 -2.96922 0.8 0.3 -0.5 -0.65
O 3.52080 -6.15240 -4.35944 -0.4 -0.2 1.1 -0.32
C 2.11001 -6.14130 -4.57301 0.4 -0.7 -0.3 -0.74
N 5.62235 -5.08176 -1.60021 0.0 0.3 0.9 -0.76
H 7.36349 -6.85440 -3.00900 -0.1 0.6 -0.3 0.34
H 5.91921 -7.61305 -3.72118 0.3 -0.6 0.2 0.32
H 6.26419 -7.54826 -1.92547 -0.5 -0.3 -0.1 0.32
H 5.59614 -5.09385 -3.64526 0.1 -0.2 -0.2 0.28
H 3.35982 -5.36069 -2.40623 -0.4 0.3 -0.3 0.34
H 3.71561 -7.05404 -2.40728 -0.4 -0.6 -0.4 0.31
H 1.63728 -5.19984 -4.29322 0.1 0.1 0.0 0.29
H 1.61034 -6.95757 -4.05134 0.0 -0.1 0.4 0.31
H 1.95828 -6.38108 -5.62544 0.0 0.4 -0.1 0.26
H 4.87623 -4.44119 -1.36985 -0.1 0.7 -0.7 0.27
H 5.50342 -5.67806 -0.79374 0.5 -0.8 0.0 0.26
C 9.27405 1.74550 6.55490 -0.7 1.1 -0.2 -1.41
C 7.71042 1.57655 6.65238 2.1 -0.3 0.4 0.31
C 6.90956 2.82523 6.29370 0.5 -0.3 -1.1 -0.61
O 7.04342 3.23296 4.90677 0.5 -0.9 1.2 -0.33
C 6.08391 4.22757 4.60084 0.7 -0.3 -0.1 -0.75
N 7.40288 0.38268 5.90137 -0.7 -0.5 -1.4 -0.61
H 9.84371 0.85004 6.80337 -0.3 -0.2 -0.1 0.39
H 9.63439 2.53088 7.21930 -0.2 0.0 0.3 0.36
H 9.56052 2.10308 5.56587 -0.1 -0.3 -0.2 0.32
H 7.55157 1.32636 7.70132 -0.4 0.6 0.4 0.26
H 7.30978 3.61693 6.92704 -0.3 0.2 0.2 0.31
H 5.84484 2.66226 6.46081 -0.1 0.0 0.4 0.40
H 6.44989 4.63714 3.65934 -0.6 0.2 0.0 0.24
H 6.08991 4.99791 5.37197 -0.2 0.2 0.0 0.30
H 5.10729 3.74734 4.54017 -0.3 0.4 -0.2 0.34
H 6.44611 0.09123 6.04192 -0.3 0.0 0.1 0.27
H 7.97061 -0.38178 6.23806 0.1 -0.1 0.0 0.24
C 0.35998 -2.42182 8.24850 -1.9 0.9 1.0 -1.48
C 1.69432 -3.01209 8.44368 1.1 1.1 0.3 0.61
C 2.00701 -3.93180 9.66021 0.6 1.0 -0.1 -0.67
O 1.77449 -3.17756 10.84957 -0.1 -0.1 0.4 -0.33
C 1.82654 -3.87548 12.10483 -0.6 -0.3 -0.7 -0.74
N 2.11277 -3.55277 7.18719 1.1 -1.8 -0.1 -0.69
H -0.37792 -3.12491 7.86215 -0.1 0.0 0.1 0.32
H 0.42617 -1.56769 7.57458 0.1 -0.2 -0.5 0.40
H -0.00504 -1.93023 9.15027 -0.3 -0.3 0.3 0.35
H 2.32168 -2.12381 8.51774 0.5 0.0 0.9 0.11
H 3.07852 -4.12882 9.62616 0.2 -0.2 -0.3 0.34
H 1.52921 -4.91149 9.66400 -0.6 0.0 -0.1 0.41
H 0.80430 -3.97360 12.47020 -0.1 0.1 0.2 0.27
H 2.42563 -3.36988 12.86217 0.1 0.3 -0.3 0.24
H 2.20085 -4.89538 12.01656 0.2 0.0 -0.3 0.33
H 1.63566 -4.43888 7.10187 -0.1 -0.1 -0.8 0.25
H 1.87863 -2.92332 6.43283 -0.2 -0.3 -0.1 0.28
C -7.96034 3.43230 -7.17669 -0.2 1.6 -0.8 -1.39
C -8.03462 2.35328 -8.21454 1.9 -0.6 0.4 0.41
C -6.90369 1.30594 -7.91187 0.3 -0.3 -0.4 -0.66
O -5.62271 1.87787 -7.74592 1.0 0.3 0.2 -0.30
C -4.54681 0.97116 -7.41805 -0.4 0.5 -0.4 -0.75
N -9.32574 1.74350 -8.23006 -0.7 -0.6 0.5 -0.73
H -7.03394 3.97921 -7.35210 0.4 -0.4 0.7 0.35
H -8.12800 3.13862 -6.14048 0.3 -0.2 -0.1 0.29
H -8.67566 4.21119 -7.44081 -0.5 -0.1 0.2 0.40
H -7.84367 2.80200 -9.18937 0.1 0.0 -0.1 0.32
H -6.89578 0.59795 -8.74059 0.1 -0.3 -0.3 0.34
H -7.06344 0.71067 -7.01285 -0.8 0.0 0.3 0.32
H -4.28535 0.35744 -8.28008 -0.2 -0.3 0.0 0.29
H -4.71555 0.36429 -6.52848 -0.6 -0.2 -0.1 0.31
H -3.63805 1.51734 -7.16515 -0.3 0.6 -0.2 0.26
H -9.36759 1.23953 -7.35578 -0.6 -0.1 0.4 0.27
H -9.44330 1.01298 -8.91753 0.2 0.1 -0.5 0.28
```
Positions in Å, forces in eV/Å.

Computed properties:
**Energy**: -1895.5847 Ha
**Max |F|**: 3.2 eV Å⁻¹
**Orbital gap**: 2.87 eV
**LUMO level**: -0.0774 hartree
**Charge**: 0